A 2-piece molecular cluster, C51H59N5O5S overall in a non-equilibrium geometry, computed with ωB97M-V/def2-TZVPD.

Values from the calculation:
* LUMO energy: -0.34 eV
* frontier orbital gap: 0.2487 hartree
* relative energy (zero: lowest compared OMol25 entry of this formula, charge and spin): 0.0 kJ/mol
* E: -82363.50208 eV

Geometry as ORCA input:
```
! wB97M-V def2-TZVPD RIJCOSX def2/J DEFGRID3
* xyz 0 1
S 5.573 -5.912 0.619
O 3.025 -4.080 -0.951
O 6.372 -6.314 -0.576
O 4.738 -6.911 1.347
O -0.242 1.618 6.235
O 1.014 -0.174 6.278
N -0.744 0.917 -2.102
N 0.454 0.754 5.665
N -2.023 0.918 -2.522
N 4.911 -4.425 0.518
N -2.004 1.139 -0.273
C -1.099 3.529 -3.428
C -1.925 4.834 1.631
C -4.341 4.509 1.057
C 1.853 -0.477 -4.407
C -0.055 1.837 3.532
C -2.782 1.058 -1.464
C 1.402 -0.075 2.153
C 0.418 3.413 -3.211
C 0.234 -1.801 -3.043
C 1.359 -0.104 3.524
C -6.990 0.691 -1.864
C 0.605 0.833 4.224
C -6.143 0.350 -2.904
C 0.343 0.822 -3.064
C 6.816 -5.404 1.833
C -2.921 2.497 1.618
C -0.670 1.011 -0.700
C 6.522 -5.437 3.173
C 8.991 -4.564 2.327
C 9.727 -4.126 4.669
C 8.048 -4.969 1.408
C -3.331 2.540 2.940
C 7.463 -5.033 4.097
C -1.268 -1.750 -2.734
C 8.707 -4.577 3.684
C -0.031 1.866 2.166
C 0.906 2.003 -3.606
C 2.428 0.666 -4.906
C -3.176 -2.453 2.308
C -1.289 -1.738 0.898
C -4.235 0.989 -1.572
C 1.944 1.891 -4.515
C -5.108 1.322 -0.535
C -4.785 0.505 -2.761
C -2.591 3.867 -0.561
C -6.469 1.182 -0.682
C -3.467 1.413 3.706
C 1.056 4.528 -4.066
C -2.589 1.228 1.057
C 0.416 -2.885 -4.130
C -3.234 0.188 3.139
C 0.812 3.699 -1.754
C -3.665 -1.579 0.062
C 0.795 -0.441 -3.516
C -2.931 3.890 0.929
C 0.507 0.812 0.009
C 3.925 -4.263 -0.255
C -2.830 0.049 1.820
C -2.734 -1.398 1.269
C 1.008 -2.259 -1.801
C 0.647 0.878 1.437
H -3.380 -0.679 3.757
H -0.634 -1.631 1.763
H 0.457 4.680 -1.440
H -1.465 -1.103 -1.886
H 3.232 0.600 -5.620
H -1.204 -2.763 0.534
H 2.392 2.773 -4.937
H 0.637 5.495 -3.787
H -0.900 4.633 1.325
H 9.354 -4.197 5.691
H -0.621 2.562 4.090
H 1.460 -3.179 -4.227
H -1.977 4.743 2.714
H 5.555 -5.798 3.488
H 1.896 3.674 -1.641
H -4.375 5.485 0.576
H -1.355 3.311 -4.465
H -3.778 1.492 4.735
H 0.055 -2.537 -5.097
H 1.355 0.462 -0.555
H 7.230 -5.064 5.148
H 2.250 -1.425 -4.722
H -4.670 -1.229 0.301
H 1.878 -0.870 4.074
H -0.137 -3.787 -3.866
H -1.633 3.381 -0.721
H -3.354 3.344 -1.133
H -5.095 3.880 0.586
H -1.450 4.533 -3.192
H 10.011 -3.088 4.486
H -1.650 -2.740 -2.480
H -7.131 1.443 0.131
H -3.548 3.491 3.395
H -1.832 -1.372 -3.587
H -3.114 -3.454 1.881
H -0.926 -1.078 0.120
H -2.140 5.872 1.378
H 2.133 4.584 -3.908
H -4.625 4.649 2.097
H 10.626 -4.741 4.603
H -8.054 0.569 -1.974
H -1.645 2.833 -2.804
H -4.115 0.223 -3.557
H 9.958 -4.228 1.994
H 0.713 -3.267 -1.513
H -3.312 -1.027 -0.802
H -6.542 -0.049 -3.825
H -2.535 -2.441 3.188
H 0.856 4.375 -5.125
H 0.405 2.962 -1.073
H -2.526 4.882 -0.956
H 1.950 -0.825 1.608
H 0.842 -1.603 -0.952
H -0.556 2.629 1.622
H 8.266 -4.965 0.352
H -4.209 -2.292 2.614
H -4.713 1.670 0.397
H -3.731 -2.628 -0.229
H 2.078 -2.270 -2.002
*
```

Löwdin atomic charge list, values in e, 99 entries: number 1, S, carries 0.730; number 2, O, carries 0.232; number 3, O, carries -0.312; number 4, O, carries -0.310; number 5, O, carries 0.040; number 6, O, carries 0.047; number 7, N, carries -0.031; number 8, N, carries -0.323; number 9, N, carries 0.131; number 10, N, carries 0.008; number 11, N, carries 0.133; number 12, C, carries -0.040; number 13, C, carries -0.033; number 14, C, carries -0.035; number 15, C, carries -0.039; number 16, C, carries 0.010; number 17, C, carries -0.249; number 18, C, carries -0.032; number 19, C, carries -0.498; number 20, C, carries -0.489; number 21, C, carries -0.002; number 22, C, carries -0.079; number 23, C, carries -0.156; number 24, C, carries -0.069; number 25, C, carries -0.044; number 26, C, carries -0.295; number 27, C, carries -0.128; number 28, C, carries -0.198; number 29, C, carries -0.058; number 30, C, carries -0.031; number 31, C, carries -0.050; number 32, C, carries -0.059; number 33, C, carries -0.057; number 34, C, carries -0.028; number 35, C, carries -0.042; number 36, C, carries -0.276; number 37, C, carries -0.019; number 38, C, carries -0.076; number 39, C, carries -0.053; number 40, C, carries -0.067; number 41, C, carries -0.031; number 42, C, carries -0.165; number 43, C, carries -0.031; number 44, C, carries -0.046; number 45, C, carries -0.018; number 46, C, carries -0.044; number 47, C, carries -0.066; number 48, C, carries -0.042; number 49, C, carries -0.072; number 50, C, carries -0.095; number 51, C, carries -0.057; number 52, C, carries -0.021; number 53, C, carries -0.034; number 54, C, carries -0.021; number 55, C, carries -0.077; number 56, C, carries -0.492; number 57, C, carries -0.041; number 58, C, carries -0.248; number 59, C, carries -0.059; number 60, C, carries -0.481; number 61, C, carries -0.047; number 62, C, carries -0.208; number 63, H, carries 0.099; number 64, H, carries 0.087; number 65, H, carries 0.089; number 66, H, carries 0.039; number 67, H, carries 0.109; number 68, H, carries 0.096; number 69, H, carries 0.098; number 70, H, carries 0.086; number 71, H, carries 0.077; number 72, H, carries 0.078; number 73, H, carries 0.115; number 74, H, carries 0.074; number 75, H, carries 0.079; number 76, H, carries 0.114; number 77, H, carries 0.097; number 78, H, carries 0.090; number 79, H, carries 0.099; number 80, H, carries 0.117; number 81, H, carries 0.094; number 82, H, carries 0.114; number 83, H, carries 0.113; number 84, H, carries 0.102; number 85, H, carries 0.095; number 86, H, carries 0.117; number 87, H, carries 0.086; number 88, H, carries 0.055; number 89, H, carries 0.083; number 90, H, carries 0.076; number 91, H, carries 0.084; number 92, H, carries 0.086; number 93, H, carries 0.094; number 94, H, carries 0.110; number 95, H, carries 0.110; number 96, H, carries 0.094; number 97, H, carries 0.088; number 98, H, carries 0.037; number 99, H, carries 0.089